No. 1
One molecule with the formula C6H11N at a distorted geometry, computed with the ωB97M-V functional and the def2-TZVPD basis.

Energy above the lowest of the compared OMol25 structures with the same formula, charge and spin: 310.54 kJ/mol
E: -7887.3129 eV
Total charge: 0
SMILES: C=C(/C=C/C)NC
Highest occupied orbital energy: -8.3 eV
Frontier orbital gap: 0.3363 Eh
LUMO level: 0.0330 Eh

Cartesian coordinates (Å):
C -2.628 -0.902 0.891
N -1.955 0.173 0.233
C -0.626 -0.046 -0.337
C -0.566 -0.064 -1.698
C 3.115 0.506 0.373
C 1.678 0.922 -0.048
C 0.617 0.135 0.426
H -2.069 -1.051 1.866
H -3.703 -0.591 1.007
H -2.724 -1.940 0.370
H -2.571 0.733 -0.429
H 0.227 -0.455 -2.431
H -1.385 0.126 -2.291
H 3.858 0.465 -0.411
H 2.956 -0.495 0.756
H 3.530 1.119 1.164
H 1.460 1.822 -0.782
H 0.785 -0.458 1.342

Forces on the atoms, in the same order (eV/Å):
-0.62 -1.38 0.62
0.16 1.64 -1.50
-1.02 1.66 -1.66
2.55 -1.53 0.07
-1.56 0.48 0.49
-1.56 -0.53 -0.32
1.97 0.69 -0.66
-1.17 -0.17 -0.78
1.13 -0.26 0.53
0.59 1.58 0.38
1.26 -1.40 1.07
-0.31 1.09 1.97
-2.39 0.17 -0.75
-0.19 0.10 -0.51
0.49 -0.18 0.16
0.06 0.26 0.17
0.55 -2.28 1.31
0.06 0.05 -0.61



No. 2
C6H11N as an isolated structure at a distorted geometry, computed with the ωB97M-V functional and the def2-TZVPD basis.

Energy above the lowest of the compared OMol25 structures with the same formula, charge and spin: 218.26 kJ/mol
E: -7888.2692 eV
Total charge: 0
Highest occupied orbital energy: -8.6 eV
Frontier orbital gap: 0.3527 Eh
LUMO level: 0.0361 Eh

Cartesian coordinates (Å):
C -0.363 1.889 -0.367
C -0.037 0.452 -0.092
C -1.306 -0.429 0.079
C 0.792 -1.366 0.212
C 0.848 -0.380 -1.108
C 0.874 -0.094 1.114
H 0.477 2.651 -0.272
H -1.194 2.244 0.391
H -0.660 1.998 -1.514
H -2.108 -0.149 -0.656
H -1.787 -0.290 1.064
H -0.880 -2.293 0.830
H 1.550 -2.203 0.326
H 1.812 0.198 -1.393
H 0.343 -0.660 -2.023
H 0.417 -0.293 2.137
H 1.829 0.447 1.194
N -0.606 -1.723 0.079

Forces on the atoms, in the same order (eV/Å):
-0.73 2.11 -0.61
-0.02 0.47 0.46
0.55 0.85 0.47
2.43 0.58 -2.12
0.86 1.16 1.95
-1.32 -0.49 -0.31
-0.72 -1.22 0.12
1.33 -0.49 -1.81
0.02 -0.20 2.50
0.88 -1.05 0.01
0.25 0.37 -0.25
-0.62 -0.83 1.04
-1.29 0.77 -0.14
-1.34 -1.17 0.93
-0.15 -0.52 -0.03
0.38 0.69 -1.17
-0.24 -0.51 -0.19
-0.26 -0.53 -0.82



No. 3
One molecule with the formula C6H11N at a distorted geometry, computed with the ωB97M-V functional and the def2-TZVPD basis.

Energy above the lowest of the compared OMol25 structures with the same formula, charge and spin: 173.82 kJ/mol
E: -7888.7299 eV
Total charge: 0
SMILES: C=N/C=C/CCC
Highest occupied orbital energy: -8.6 eV
Frontier orbital gap: 0.3504 Eh
LUMO level: 0.0345 Eh

Cartesian coordinates (Å):
C 0.236 1.538 2.442
C -0.981 1.643 1.508
C -0.705 1.357 0.032
C 0.175 0.129 -0.172
C -0.189 -0.814 -1.025
N 0.439 -2.074 -1.113
C 1.054 -2.428 -2.150
H -0.033 1.761 3.475
H 1.140 2.089 2.182
H 0.520 0.484 2.454
H -1.540 2.570 1.618
H -1.578 0.810 1.897
H -0.094 2.154 -0.417
H -1.611 1.243 -0.559
H 1.068 0.050 0.430
H -0.929 -0.588 -1.787
H 1.274 -1.749 -2.984
H 1.336 -3.450 -2.283

Forces on the atoms, in the same order (eV/Å):
0.10 -0.37 -0.05
0.19 -0.70 0.35
1.79 -0.05 -0.40
-1.17 0.41 0.30
1.10 0.05 -0.27
-0.38 -0.32 -0.11
-0.27 0.75 -0.38
-0.07 0.25 -0.07
-0.18 0.31 -0.18
0.16 0.05 0.08
0.04 0.06 0.07
-0.59 0.31 -0.27
-0.47 0.44 0.22
-0.12 0.11 0.10
-0.06 -0.31 0.14
-0.44 -0.36 0.30
-0.13 0.01 0.00
0.50 -0.63 0.18



No. 4
C6H11N as an isolated structure at a distorted geometry, computed with the ωB97M-V functional and the def2-TZVPD basis.

Energy above the lowest of the compared OMol25 structures with the same formula, charge and spin: 515.26 kJ/mol
E: -7885.1911 eV
Total charge: 0
Highest occupied orbital energy: -7.3 eV
Frontier orbital gap: 0.2977 Eh
LUMO level: 0.0306 Eh

Cartesian coordinates (Å):
C -2.000 -0.298 -1.616
N -0.604 0.153 -1.499
C -0.001 -0.083 -0.242
C 1.239 -0.761 -0.263
C 2.445 -0.075 -0.475
C -0.044 0.322 2.307
C -0.402 0.619 0.866
H -2.661 0.416 -1.134
H -2.180 -1.326 -1.299
H -2.226 -0.246 -2.684
H -0.027 -0.204 -2.243
H 0.349 -0.690 2.468
H 2.610 1.002 -0.575
H 3.294 -0.689 -0.768
H 2.064 -0.378 0.680
H -1.005 0.322 2.830
H 0.598 0.998 2.873
H -1.449 0.917 0.776

Forces on the atoms, in the same order (eV/Å):
0.37 0.51 -1.05
-0.25 -0.89 0.53
0.45 3.35 1.56
0.78 -1.15 -1.62
-0.75 -0.43 -0.17
-0.49 -0.52 0.20
-1.30 -1.62 -0.38
-0.05 -0.19 0.24
0.04 0.04 0.31
-0.19 -0.04 0.06
-0.05 -0.24 -0.14
0.16 0.06 -0.24
-0.49 0.14 -0.20
0.25 0.00 0.84
0.90 -0.04 0.29
0.20 0.03 0.27
0.13 0.29 -0.41
0.28 0.72 -0.07



No. 5
One molecule with the formula C6H11N at a distorted geometry, computed with the ωB97M-V functional and the def2-TZVPD basis.

Energy above the lowest of the compared OMol25 structures with the same formula, charge and spin: 201.86 kJ/mol
E: -7888.4393 eV
Total charge: 0
SMILES: C=C/C(=C\N)CC
Highest occupied orbital energy: -7.6 eV
Frontier orbital gap: 0.3169 Eh
LUMO level: 0.0392 Eh

Cartesian coordinates (Å):
C -0.646 2.208 0.332
C -1.226 0.825 0.588
N 0.936 -2.279 0.949
C 0.338 -1.058 1.178
C -0.291 -0.269 0.199
C -0.096 -0.553 -1.267
C 0.995 -0.615 -1.990
H -0.391 2.377 -0.772
H 0.296 2.474 0.781
H -1.316 2.867 0.766
H -2.201 0.702 -0.063
H -1.549 0.801 1.700
H 1.635 -2.382 1.612
H 1.268 -2.405 0.010
H 0.347 -0.796 2.311
H -1.044 -0.593 -1.800
H 0.954 -1.006 -2.942
H 1.993 -0.299 -1.590

Forces on the atoms, in the same order (eV/Å):
1.21 -0.62 -2.30
-1.31 0.11 0.34
-0.66 0.44 -0.73
-1.80 2.28 -0.62
1.98 -1.95 1.84
-1.92 0.65 1.62
2.20 0.78 2.05
-1.00 -0.03 1.33
0.56 -0.71 0.70
-1.52 1.94 0.08
1.63 0.33 1.31
0.53 -0.38 -1.78
1.67 -0.87 1.14
0.04 -0.13 -0.25
-0.57 -0.28 -2.16
-0.10 -0.59 -0.08
-0.02 -0.29 -2.21
-0.92 -0.69 -0.25



No. 6
One molecule with the formula C6H11N at a distorted geometry, computed with the ωB97M-V functional and the def2-TZVPD basis.

Energy above the lowest of the compared OMol25 structures with the same formula, charge and spin: 13.46 kJ/mol
E: -7890.3918 eV
Total charge: 0
SMILES: CCC[C@@H](C)C#N
Highest occupied orbital energy: -11.4 eV
Frontier orbital gap: 0.4552 Eh
LUMO level: 0.0356 Eh

Cartesian coordinates (Å):
C -2.413 0.052 -0.999
C -1.396 -0.297 0.090
C 0.052 -0.363 -0.410
C 1.094 -0.046 0.678
C 2.528 -0.186 0.156
C 0.872 1.317 1.194
N 0.685 2.392 1.580
H -3.313 0.491 -0.556
H -2.003 0.790 -1.697
H -2.720 -0.822 -1.581
H -1.457 0.469 0.872
H -1.677 -1.246 0.565
H 0.287 -1.351 -0.826
H 0.192 0.360 -1.224
H 0.952 -0.728 1.528
H 2.701 -1.218 -0.164
H 2.690 0.474 -0.703
H 3.264 0.070 0.923

Forces on the atoms, in the same order (eV/Å):
-0.07 0.02 -0.06
-0.02 0.05 0.09
-0.01 0.01 -0.05
0.00 -0.06 0.01
0.10 -0.02 -0.03
-0.18 0.95 0.36
0.22 -1.08 -0.39
0.08 -0.14 -0.09
-0.06 -0.07 0.12
0.09 0.08 0.04
0.02 -0.07 -0.09
0.10 0.16 -0.01
-0.06 0.14 0.06
-0.02 -0.08 0.10
-0.01 0.08 -0.11
-0.02 0.14 0.04
-0.04 -0.09 0.12
-0.12 -0.05 -0.09



No. 7
One molecule with the formula C6H11N at a distorted geometry, computed with the ωB97M-V functional and the def2-TZVPD basis.

Energy above the lowest of the compared OMol25 structures with the same formula, charge and spin: 186.09 kJ/mol
E: -7883.5846 eV
Total charge: 0
Expectation value of S²: 2.013
Highest occupied orbital energy (alpha / beta): -3.3 / -8.6 eV
Frontier orbital gap (alpha / beta): 0.1556 / 0.2313 Eh
LUMO level (alpha / beta): 0.0346 / -0.0844 Eh
Spin multiplicity: 3

Cartesian coordinates (Å):
C -2.270 -0.467 -1.429
C 0.022 1.562 1.447
C -1.351 0.267 -0.876
C 0.585 0.665 0.604
C 2.138 0.550 0.508
C 0.113 -1.647 -0.151
N -0.105 -0.200 -0.388
H -3.130 0.053 -1.844
H -2.288 -1.496 -1.483
H -0.977 1.847 1.612
H 0.736 2.177 1.966
H -1.417 1.321 -0.927
H 2.271 -0.457 0.656
H 2.574 1.180 1.357
H 2.612 0.835 -0.522
H -0.196 -2.130 0.801
H -0.467 -2.163 -0.932
H 1.148 -1.897 -0.397

Forces on the atoms, in the same order (eV/Å):
-4.54 -1.34 -2.46
-0.09 1.87 0.60
6.22 1.74 2.73
1.92 -2.74 -3.45
-1.17 2.94 -0.55
-0.26 -0.69 -2.00
-1.68 1.88 3.50
0.02 -0.24 0.15
0.06 -1.96 -0.17
-1.21 -0.15 -0.20
0.05 0.01 0.35
0.24 0.92 0.20
1.37 -2.34 0.50
-0.37 -1.07 -1.35
-0.91 -0.20 1.76
0.18 1.22 -0.24
0.23 0.01 0.26
-0.07 0.14 0.37



No. 8
A 2-piece molecular cluster, C6H11N overall at a distorted geometry, computed with the ωB97M-V functional and the def2-TZVPD basis.

Energy above the lowest of the compared OMol25 structures with the same formula, charge and spin: 431.39 kJ/mol
E: -7877.8130 eV
Total charge: +1
Expectation value of S²: 0.754
Highest occupied orbital energy (alpha / beta): -13.0 / -13.2 eV
Frontier orbital gap (alpha / beta): 0.1999 / 0.2059 Eh
LUMO level (alpha / beta): -0.2791 / -0.2791 Eh
Spin multiplicity: 2

Cartesian coordinates (Å):
C -0.904 -2.357 -0.662
C 2.426 1.249 0.001
C 1.131 1.285 0.447
C 0.860 1.428 1.797
C -1.185 0.832 -0.269
C -0.003 1.359 -0.525
N -2.242 -1.884 -0.456
H -0.867 -3.358 -1.102
H -0.332 -1.682 -1.293
H 3.245 1.376 0.703
H 2.726 1.141 -1.036
H 1.703 1.333 2.479
H -0.181 1.632 2.022
H -2.007 0.862 -0.974
H -1.323 0.067 0.482
H 0.268 1.818 -1.468
H -0.452 -2.411 0.341
H -2.864 -2.690 -0.487

Forces on the atoms, in the same order (eV/Å):
-0.36 -0.71 0.05
0.80 0.01 0.76
-1.33 0.17 -1.01
0.92 -0.06 -0.91
-0.16 -0.81 -0.71
0.92 -0.05 0.14
-0.09 0.14 -0.17
0.19 0.03 0.06
0.13 0.26 0.09
0.00 -0.22 0.03
-0.31 0.13 -0.08
-0.53 0.14 0.43
0.18 -0.07 0.74
0.07 0.23 0.00
-0.21 0.50 0.67
-0.37 0.32 -0.01
0.28 0.00 -0.15
-0.13 0.01 0.08



No. 9
A 2-piece molecular cluster, C6H11N2 overall at a distorted geometry, computed with the ωB97M-V functional and the def2-TZVPD basis.

Energy above the lowest of the compared OMol25 structures with the same formula, charge and spin: 529.97 kJ/mol
E: -9369.2419 eV
Total charge: +1
Highest occupied orbital energy (alpha / beta): -12.5 / -12.5 eV
Frontier orbital gap (alpha / beta): 0.2669 / 0.2670 Eh
LUMO level (alpha / beta): -0.1922 / -0.1921 Eh

Cartesian coordinates (Å):
C 0.691 -0.993 -3.493
C -0.608 0.495 -0.172
C 0.297 -0.911 -2.017
C 0.056 0.302 -1.481
C 0.332 0.295 2.020
C -1.373 1.585 3.231
N -0.352 1.044 2.718
N 1.242 -0.606 2.314
H -0.278 -0.737 -3.961
H 0.884 -1.961 -3.890
H -0.992 1.418 0.097
H -0.937 -0.470 -0.045
H 0.095 -1.782 -1.342
H -1.432 2.477 3.819
H 0.245 1.139 -2.049
H -2.308 1.113 2.921
H 1.505 -0.188 -3.611
H 1.580 -1.313 1.677
H 1.355 -0.904 3.263

Forces on the atoms, in the same order (eV/Å):
-0.39 1.69 1.59
3.50 -1.51 -2.19
-0.25 -0.62 0.26
-0.40 -0.16 2.46
0.23 -0.12 -3.74
-0.83 -1.32 -1.41
-0.11 1.18 1.88
-0.20 -0.69 0.52
0.63 0.49 -0.31
0.83 -0.69 0.06
-1.00 1.28 0.67
-1.91 -1.57 1.86
0.25 0.43 -1.01
0.63 0.54 0.06
0.58 1.90 -1.21
-0.17 0.01 0.76
-1.31 -1.44 -0.53
-0.15 0.61 -0.48
0.07 0.01 0.75



No. 10
C6H11N2 as an isolated structure at a distorted geometry, computed with the ωB97M-V functional and the def2-TZVPD basis.

Energy above the lowest of the compared OMol25 structures with the same formula, charge and spin: 485.59 kJ/mol
E: -9369.7018 eV
Total charge: +1
Highest occupied orbital energy: -14.5 eV
Frontier orbital gap: 0.3820 Eh
LUMO level: -0.1498 Eh

Cartesian coordinates (Å):
C -1.136 2.061 0.194
C 3.910 0.001 -0.024
C 1.572 -0.026 0.438
C -1.186 0.771 0.170
C -2.155 -1.389 -0.728
C -1.926 -0.482 0.519
N 2.782 0.399 0.303
N 0.553 -0.012 -0.368
H -0.191 2.540 0.077
H -2.034 2.758 0.286
H 3.998 -1.021 -0.350
H 4.769 0.691 -0.029
H 1.178 -0.167 1.499
H -1.967 -1.270 -1.768
H -1.504 -2.307 -0.379
H -3.226 -1.677 -0.608
H -2.901 -0.147 0.984
H -1.254 -0.893 1.213
H 0.717 0.169 -1.427

Forces on the atoms, in the same order (eV/Å):
-0.98 1.20 -0.15
0.90 -0.04 -0.49
-3.72 0.24 2.40
1.19 -2.06 0.09
-0.15 -3.61 3.58
-0.87 3.16 -2.56
0.75 0.90 -0.11
-1.09 1.49 -2.63
0.50 0.44 -0.32
1.12 -1.39 0.14
0.58 -0.43 -0.10
-0.44 -0.40 0.07
1.20 0.00 -1.01
0.51 1.33 -0.50
-1.55 1.22 -1.29
0.83 -0.23 -0.47
1.11 -0.45 -0.29
0.26 -1.13 1.21
-0.15 -0.24 2.45